Below is C19H38F11GeMnN4O2SSbSi3 as an isolated structure at a distorted geometry, with properties calculated with wB97M-V/def2-TZVPD.

The geometry in ORCA input format:
```
! RIJCOSX wB97M-V def2-TZVPD def2/J DEFGRID3
* xyz 0 2
Mn -0.4127 -0.1144 1.5175
C -2.2415 2.0997 2.9704
C -1.6621 1.3621 1.8219
N -1.1735 1.7987 0.7580
O -0.9503 3.1747 0.6102
C -1.0565 -0.8974 3.2016
C -1.1726 -0.6871 4.6591
N -1.1711 -1.7257 2.3244
O -1.4617 -2.8938 1.9139
H -2.5690 3.0924 2.6624
H -1.4704 2.2098 3.7364
H -3.0759 1.5521 3.4077
H 0.0573 3.1147 0.4801
H -1.9331 0.0588 4.8808
H -0.2157 -0.3497 5.0500
H -1.4419 -1.6341 5.1265
S -1.3680 -1.0858 -0.6303
C 0.0889 -2.0156 -0.9331
N 0.2122 -3.1119 -0.1496
C 1.2497 -3.9424 -0.2804
C 2.1958 -3.6825 -1.2435
C 2.0019 -2.5441 -2.0098
N 0.9561 -1.7323 -1.8728
H -0.4714 -3.1998 0.6651
H 1.2941 -4.7640 0.4170
H 3.0641 -4.3099 -1.3587
H 2.7176 -2.2664 -2.7754
F 1.3900 -1.3654 1.5652
Sb 2.6639 -2.1775 2.8355
F 1.4231 -1.8262 4.2169
F 3.4443 -0.5029 3.1061
F 3.7465 -2.5060 1.3207
F 3.8315 -3.0675 3.9963
F 1.7265 -3.7919 2.4733
C -0.9638 4.2602 -2.1903
Si -2.4290 3.0787 -2.1862
C -3.3028 3.3141 -3.8292
C -3.6494 3.4052 -0.7956
Ge -1.7678 0.7256 -2.2144
Si -0.6197 0.0081 -4.2058
C -0.8059 -1.8234 -4.5806
C -1.4161 0.9519 -5.6271
C 1.1706 0.5575 -4.1012
Si -3.9922 -0.3576 -2.1927
C -5.2849 0.4041 -3.3348
C -4.6520 -0.2288 -0.4293
C -3.9482 -2.1841 -2.6608
H -1.0059 4.9384 -1.3394
H -0.9538 4.8605 -3.1027
H -0.0163 3.7226 -2.1276
H -3.8191 4.2707 -3.6908
H -4.0455 2.5735 -4.1064
H -2.6027 3.4255 -4.6551
H -3.5451 4.4410 -0.4674
H -3.4851 2.7675 0.0671
H -4.6766 3.2607 -1.1414
H -1.7825 -2.0168 -5.0262
H -0.7000 -2.4668 -3.7087
H -0.0450 -2.1169 -5.3082
H -2.5029 0.8567 -5.6492
H -1.0283 0.5456 -6.5656
H -1.1634 2.0120 -5.5995
H 1.6393 0.2070 -3.1854
H 1.2241 1.6487 -4.1035
H 1.7462 0.1944 -4.9567
H -5.5956 1.4097 -3.0517
H -6.1688 -0.2380 -3.2906
H -4.9496 0.4240 -4.3741
H -4.9935 0.7827 -0.2045
H -3.9095 -0.5036 0.3237
H -5.4991 -0.9097 -0.3140
H -3.2207 -2.3971 -3.4421
H -4.9321 -2.4827 -3.0284
H -3.7045 -2.8159 -1.8053
F 1.1740 1.3484 1.9799
C 1.4842 1.9544 0.6520
F 1.0961 0.8590 -0.1781
C 3.0078 1.8958 0.5766
F 3.5412 0.6672 0.5457
F 3.3809 2.5025 -0.5716
F 3.5594 2.5625 1.5946
*
```

Results
- HOMO (spin up / spin down): -8.530 / -8.533 eV
- Energy relative to the best compared isomer or geometry (same formula, charge and spin): 598.46 kJ/mol
- Maximum force: 0.02810 Eh/bohr
- Orbital gap (spin up / spin down): 0.2655 / 0.2747 hartree

Below is C19H38F11GeMnN4O2SSbSi3 as an isolated structure at a distorted geometry, with properties calculated with wB97M-V/def2-TZVPD.

The geometry in ORCA input format:
```
! RIJCOSX wB97M-V def2-TZVPD def2/J DEFGRID3
* xyz 0 6
Mn -0.7731 -0.6946 0.3587
C 0.8307 -0.3848 3.9654
C 0.7557 -0.4206 2.4798
N 0.0937 0.5261 1.7871
O -0.5131 1.4993 2.5286
C 1.3412 -1.4414 1.7108
C 2.1023 -2.5786 2.3022
N 1.1184 -1.2975 0.3699
O 1.5717 -2.3393 -0.4055
H -0.0732 0.0543 4.3768
H 1.6792 0.2279 4.2863
H 0.9569 -1.3895 4.3656
H -1.4379 1.1259 2.8517
H 3.0265 -2.2350 2.7742
H 2.3488 -3.3063 1.5373
H 1.5018 -3.0745 3.0670
S -1.5426 -2.4852 1.9392
C -3.2764 -2.4074 1.9647
N -3.8791 -1.3534 2.5654
C -5.1997 -1.3190 2.7731
C -5.9818 -2.3626 2.3568
C -5.3240 -3.3826 1.6905
N -4.0092 -3.4214 1.5034
H -3.3154 -0.4517 2.7978
H -5.5737 -0.4340 3.2577
H -7.0498 -2.3654 2.5134
H -5.8854 -4.2220 1.2878
F -2.3820 0.1577 0.4678
Sb -3.6509 2.4272 1.1963
F -2.7387 0.7476 3.2551
F -0.7895 2.9624 0.1344
F -4.7847 3.9681 1.1510
F -3.9560 2.1155 -0.6672
F -5.1371 1.3228 1.6465
C 2.7444 -3.4362 -2.6428
Si 2.9133 -2.0772 -1.4031
C 2.8398 -0.3920 -2.1867
C 4.4555 -2.2500 -0.3810
Ge 0.1624 1.6299 -0.5231
Si -0.8140 2.2260 -2.8110
C -1.9708 3.6106 -2.4724
C 0.8729 2.8368 -3.3152
C -1.4713 0.9970 -4.0072
Si 2.2641 2.4822 0.4156
C 3.1588 3.5046 -0.8731
C 3.4635 1.1864 1.0227
C 1.7046 3.5986 1.7852
H 3.6096 -3.4783 -3.3150
H 1.8434 -3.2848 -3.2453
H 2.6560 -4.4055 -2.1422
H 3.8148 -0.1242 -2.6091
H 2.5916 0.3683 -1.4369
H 2.0903 -0.3606 -2.9811
H 5.3442 -2.0595 -0.9950
H 4.5419 -3.2600 0.0316
H 4.4672 -1.5384 0.4515
H -1.4730 4.4368 -1.9630
H -2.8223 3.2829 -1.8764
H -2.3360 3.9561 -3.4490
H 1.2582 3.6133 -2.6485
H 0.7547 3.2928 -4.3089
H 1.6106 2.0354 -3.3976
H -2.4649 0.6514 -3.7252
H -0.8209 0.1364 -4.1408
H -1.5504 1.5332 -4.9641
H 3.3859 2.9537 -1.7917
H 4.1144 3.8063 -0.4210
H 2.6189 4.4211 -1.1342
H 4.3096 1.0971 0.3330
H 3.0089 0.2032 1.1393
H 3.8540 1.4955 1.9994
H 1.0669 4.4003 1.4038
H 2.6053 4.0451 2.2263
H 1.1491 3.0631 2.5562
F -2.3566 -1.0766 -1.9686
C -1.2165 -1.6113 -1.4677
F -0.2089 -1.2862 -2.3560
C -1.4028 -3.1501 -1.5972
F -0.5845 -3.8580 -0.8269
F -1.1764 -3.5149 -2.8798
F -2.6592 -3.4682 -1.2973
*
```

Results
- HOMO (spin up / spin down): -7.181 / -8.522 eV
- Energy relative to the best compared isomer or geometry (same formula, charge and spin): 0.00 kJ/mol
- Maximum force: 0.03814 Eh/bohr
- Orbital gap (spin up / spin down): 0.2126 / 0.2250 hartree

Below is a 3-piece molecular cluster, C19H38N3O9S2 overall at a distorted geometry, with properties calculated with wB97M-V/def2-TZVPD.

The geometry in ORCA input format:
```
! RIJCOSX wB97M-V def2-TZVPD def2/J DEFGRID3
* xyz 1 1
C 0.6549 2.2432 -2.6850
C 1.9191 1.3332 -2.1658
C 1.5300 -0.2751 -2.1337
C 0.0349 -0.5120 -1.5045
N -1.2702 -0.9838 -2.1066
C -2.2692 -1.0122 -0.9589
C -3.8550 -1.4551 -1.1011
C -4.5202 -0.4258 -2.2191
C -5.9062 -0.9838 -2.8967
N -5.6461 -1.6765 -4.2164
C -1.4307 -0.5220 0.4016
C -2.0293 -0.4130 1.9252
C -1.6104 0.9465 2.7402
C -0.0563 0.9554 3.3017
C 0.0782 0.5666 4.8884
C 0.8003 -0.8730 5.1949
O 0.6946 -1.8684 4.1173
C 0.6857 -3.2473 4.6450
N -0.0124 -0.2065 -0.0206
H -0.1736 2.3685 -1.8487
H 1.0569 3.3284 -2.9215
H 0.1451 1.7691 -3.6291
H 2.8752 1.4421 -2.8586
H 2.1625 1.6506 -1.0450
H 1.6450 -0.7938 -3.1773
H 2.2991 -0.7681 -1.3656
H -1.4097 -1.2494 -3.1208
H -4.0068 -2.5689 -1.4597
H -4.3971 -1.3021 -0.0715
H -4.7313 0.5786 -1.6556
H -3.7204 -0.2300 -3.0664
H -6.6144 -0.0542 -3.1382
H -6.4644 -1.6479 -2.1100
H -5.4934 -0.9866 -5.0013
H -6.5458 -2.1655 -4.4786
H -1.6193 -1.3393 2.5296
H -3.1974 -0.5392 1.8694
H -1.8057 1.9509 2.1674
H -2.3034 0.9903 3.7108
H 0.3071 2.0885 3.2067
H 0.6881 0.3075 2.6730
H 0.7533 1.4073 5.4007
H -0.9538 0.6038 5.4571
H 0.2318 -1.3328 6.1382
H 1.9263 -0.7563 5.5441
H 1.3659 -3.9992 4.0464
H 1.0139 -3.3350 5.7744
H -0.4222 -3.6373 4.5426
H 0.8224 0.1438 0.4991
C 3.6124 -4.3972 -3.4643
C 3.2167 -5.0915 -4.7647
O 2.5743 -4.0855 -5.5444
S 3.2478 -2.6398 -5.2028
O 4.2369 -2.3517 -6.2176
O 2.1946 -1.7179 -4.8460
O 4.0292 -3.0866 -3.8435
H 2.7537 -4.3003 -2.7921
H 4.4213 -4.9198 -2.9468
H 2.5454 -5.9373 -4.5977
H 4.1006 -5.4318 -5.3145
C 1.8647 5.6474 4.0090
C 2.9844 6.0111 3.0375
O 2.7883 5.1637 1.9078
S 1.1919 4.8823 1.7273
O 0.6816 5.8000 0.7330
O 0.9842 3.4545 1.6609
O 0.7173 5.4082 3.1957
H 2.0969 4.7246 4.5503
H 1.6638 6.4481 4.7258
H 3.9764 5.8560 3.4684
H 2.8924 7.0492 2.7009
*
```

Results
- HOMO: -11.173 eV
- Maximum force: 0.15323 Eh/bohr
- Orbital gap: 0.3119 hartree

Below is a 4-piece molecular cluster, C19H38N6O6 overall at a distorted geometry, with properties calculated with wB97M-V/def2-TZVPD.

The geometry in ORCA input format:
```
! RIJCOSX wB97M-V def2-TZVPD def2/J DEFGRID3
* xyz 0 1
C 2.6469 -2.6131 0.1807
O 2.8390 -1.8394 -1.0567
C 1.8020 -2.1641 -2.0700
C 2.2937 -1.8574 -3.6044
C 2.0243 -0.3275 -4.1285
C 2.6299 0.8543 -3.1652
C 1.4785 1.9491 -2.6707
C 0.7852 1.5532 -1.2293
N -0.4041 0.6217 -1.3379
C -0.9613 -0.0041 -0.0728
N -2.1220 -0.9318 -0.4767
N -2.2022 -0.7998 -1.8813
C -3.1412 -1.4865 -2.8536
O -4.2654 -2.1031 -2.4578
O -2.7198 -1.4828 -4.2879
C -1.2130 0.1451 -2.5280
H 1.6394 -2.3609 0.7339
H 2.7238 -3.7583 -0.0881
H 3.5380 -2.2971 0.9091
H 1.6586 -3.3472 -1.9999
H 0.7523 -1.7082 -1.7896
H 3.4257 -2.1294 -3.7303
H 1.6804 -2.5739 -4.3334
H 2.5957 -0.2276 -5.1716
H 0.8789 -0.1950 -4.3945
H 3.4065 1.4953 -3.8049
H 3.2485 0.4482 -2.2457
H 0.6878 2.1947 -3.5205
H 2.0558 2.9769 -2.4836
H 1.6302 1.0033 -0.6012
H 0.4970 2.5259 -0.6154
H -0.6165 0.1188 1.0539
H -1.0632 0.4599 -3.6459
C -5.2329 -0.5991 4.2400
C -4.2121 -1.3209 3.4053
O -3.1510 -1.7237 3.8765
N -4.4874 -1.5270 2.0860
C -5.6627 -1.1379 1.3443
H -4.8679 -0.5130 5.2675
H -5.3955 0.4078 3.8463
H -6.1713 -1.1599 4.2532
H -3.7501 -2.0194 1.5948
H -6.1154 -2.0417 0.9288
H -5.3462 -0.4872 0.5253
H -6.3927 -0.6158 1.9641
C 1.6310 7.5519 -2.7281
C 1.8795 6.0907 -2.4769
O 1.6978 5.2396 -3.3445
N 2.3200 5.7147 -1.2427
C 2.5935 6.5479 -0.0964
H 1.2841 7.6906 -3.7561
H 0.8577 7.9230 -2.0501
H 2.5571 8.1180 -2.5973
H 2.4628 4.7150 -1.1554
H 3.6405 6.4064 0.1828
H 1.9556 6.2131 0.7254
H 2.4082 7.6041 -0.2954
C 1.7907 -3.4178 5.2886
C 1.4082 -3.8148 3.8900
O 2.1426 -3.6025 2.9278
N 0.2056 -4.4283 3.7002
C -0.7938 -4.7659 4.6853
H 2.7750 -2.9411 5.2753
H 1.0663 -2.7024 5.6871
H 1.8447 -4.3028 5.9283
H 0.0237 -4.6628 2.7310
H -0.9512 -5.8467 4.6511
H -1.7231 -4.2600 4.4119
H -0.5009 -4.4714 5.6938
*
```

Results
- HOMO: -8.529 eV
- Maximum force: 0.17186 Eh/bohr
- Orbital gap: 0.2811 hartree

Below is C19H39AlBr2CsF10MgN2O11PSSi2 as an isolated structure at a distorted geometry, with properties calculated with wB97M-V/def2-TZVPD.

The geometry in ORCA input format:
```
! RIJCOSX wB97M-V def2-TZVPD def2/J DEFGRID3
* xyz 0 1
C 1.0233 1.5069 -3.6977
N 1.1519 0.2191 -2.9247
C 2.1680 -0.7351 -3.4892
C 3.1575 -0.1137 -4.6468
C 4.3582 -1.2162 -4.9950
F 5.0431 -0.7660 -6.2450
S -0.3650 -0.5127 -2.5079
O -1.5834 0.4617 -2.4627
O -0.7985 -1.7186 -3.3717
F -0.1938 -1.0919 -0.8656
H 2.0085 2.1536 -3.5107
H 0.1406 2.2150 -3.3166
H 0.8020 1.3609 -4.8584
H 2.8849 -1.0368 -2.5836
H 1.7485 -1.7436 -3.9087
H 2.5208 0.0475 -5.6244
H 3.7012 0.8759 -4.3329
H 5.1253 -1.1806 -4.1101
H 3.9364 -2.3227 -5.0919
O 1.0908 2.8588 -0.5641
H 0.8125 2.1531 -1.1671
H 0.5663 2.7036 0.2358
Cs -0.4979 -3.9267 -3.1667
Br -2.3215 -1.6152 0.1922
Mg -2.1708 0.5727 0.9864
C 3.0684 -2.3339 3.4267
C 3.6455 -3.0868 2.2459
C 5.0540 -2.6983 1.9133
O 5.1396 -3.0308 0.5389
C 3.8719 -2.9150 0.0379
O 3.5928 -2.9377 -1.1476
O 2.9588 -2.7668 1.0473
H 2.0161 -2.6014 3.5699
H 3.6163 -2.5626 4.3458
H 3.0953 -1.2513 3.2605
H 3.5527 -4.1673 2.4077
H 5.7911 -3.2581 2.4954
H 5.2502 -1.6255 2.0218
O -6.7348 4.4107 0.1927
P -5.7884 3.4634 -0.5628
O -5.3035 4.1449 -1.8528
O -6.5365 2.1676 -0.9171
O -4.5792 3.1297 0.3263
Al 1.7451 2.6327 1.6019
Br 4.2750 -0.3980 0.7983
C 8.2185 -4.4155 -6.8454
C 6.7187 -4.6263 -7.1013
C 5.8107 -4.2398 -5.9403
F 6.0564 -4.9733 -4.8312
F 4.5063 -4.4576 -6.2583
F 6.5073 -5.9127 -7.4887
F 6.3807 -3.8544 -8.1828
O 8.9559 -5.5765 -6.4531
C 8.9347 -5.8715 -5.0579
C 8.2725 -7.2189 -4.7466
F 6.9826 -7.2505 -5.1686
F 8.2473 -7.4551 -3.4074
F 8.3681 -4.8390 -4.3894
F 10.2384 -5.8978 -4.6671
H 8.6603 -4.1284 -7.8080
H 8.4175 -3.5598 -6.1892
H 5.9162 -3.1807 -5.6883
H 8.8069 -8.0419 -5.2312
C -6.7292 2.5776 2.9131
Si -7.5006 3.4433 4.4090
C -8.7052 2.2202 5.1653
C -8.4593 4.9090 3.7360
N -6.2395 3.9158 5.5194
Si -6.6379 4.7420 7.0045
C -7.7177 3.7128 8.1422
C -7.4668 6.3986 6.7109
C -5.0479 5.1013 7.9679
H -7.5157 2.2835 2.2117
H -6.0390 3.2453 2.3880
H -6.1898 1.6790 3.2171
H -9.3491 1.7971 4.3856
H -9.3592 2.6933 5.9000
H -8.1743 1.3937 5.6455
H -7.7794 5.6774 3.3538
H -9.1062 5.3554 4.4921
H -9.1019 4.5884 2.9087
H -8.7382 3.6240 7.7643
H -7.7789 4.1834 9.1286
H -7.3021 2.7096 8.2726
H -6.9008 6.9966 5.9919
H -7.5170 6.9629 7.6484
H -8.4896 6.2858 6.3492
H -4.3760 5.7401 7.3834
H -4.5262 4.1753 8.2183
H -5.2906 5.6236 8.9042
*
```

Results
- HOMO: -6.121 eV
- Maximum force: 0.15877 Eh/bohr
- Orbital gap: 0.0689 hartree

Below is C19H39BCsFN4O4PS3 as an isolated structure at a distorted geometry, with properties calculated with wB97M-V/def2-TZVPD.

The geometry in ORCA input format:
```
! RIJCOSX wB97M-V def2-TZVPD def2/J DEFGRID3
* xyz 1 1
C 0.2689 2.2804 2.3314
C 1.6750 1.5063 2.3377
B 1.6366 0.0362 1.6782
O 2.7908 -0.3604 1.0129
C 0.3520 -0.9367 1.7515
O -0.5986 -0.3193 0.9158
C -1.6565 -1.1569 0.4662
C -1.1910 -2.3424 -0.4152
C 0.0543 -2.0619 -1.2906
C -0.2990 -1.8282 -2.7977
S -0.2075 -0.0401 -3.1174
C 0.8520 0.1559 -4.5124
S 1.4205 -1.0567 -5.4377
N 1.1508 1.5295 -4.7510
C 2.5829 1.8266 -4.5720
C 2.7488 2.7094 -3.3010
C 0.5970 1.9864 -6.0439
C -0.5192 3.0219 -5.7480
C -2.6017 -0.2461 -0.4180
C -4.0903 -0.4820 -0.0430
C -2.2182 1.2389 -0.4165
C -3.1016 1.9657 -1.4868
C -0.0637 -1.0509 3.2518
P -1.2300 -2.4542 3.6641
S -3.0070 -1.6976 4.0281
N 1.1677 -1.0793 4.0891
N 0.9733 -0.4667 5.3751
C 1.7783 -2.3164 4.1641
O 1.8736 -3.0703 3.2473
N 2.4025 -2.6306 5.4534
C 1.5881 -3.4782 6.2662
O 1.3115 -3.2502 7.3802
F 1.1039 -4.5949 5.6870
H -0.3258 2.1198 1.4355
H 0.4877 3.3903 2.3660
H -0.3050 2.0482 3.2644
H 2.4948 2.1635 1.9114
H 1.9465 1.3443 3.4433
H 2.6908 -0.0908 0.0865
H 0.7083 -1.9208 1.4208
H -2.2999 -1.5438 1.2657
H -2.0305 -2.7366 -0.9922
H -0.9162 -3.1647 0.2655
H 0.6909 -1.2672 -0.9026
H 0.6577 -2.9768 -1.2657
H 0.4412 -2.3600 -3.3969
H -1.2938 -2.2278 -2.9931
H 3.0281 2.3345 -5.4278
H 3.1623 0.9194 -4.3733
H 2.6356 2.0940 -2.4034
H 3.7072 3.2363 -3.2888
H 1.9429 3.4481 -3.3258
H 1.3418 2.4521 -6.6923
H 0.1214 1.1739 -6.5987
H -0.1050 3.8216 -5.1281
H -0.9776 3.4116 -6.6595
H -1.2822 2.5105 -5.1517
H -2.4984 -0.5881 -1.4554
H -4.6689 -0.4596 -0.9699
H -4.1699 -1.5091 0.3292
H -4.4574 0.2393 0.6875
H -1.1881 1.4168 -0.7309
H -2.4433 1.7120 0.5477
H -2.5889 2.8316 -1.9071
H -3.2375 1.2469 -2.3061
H -4.1028 2.1880 -1.1152
H -0.6050 -0.1390 3.5135
H -0.8229 -3.1578 4.8145
H -1.3437 -3.2680 2.5180
H 1.8869 -0.3067 5.7963
H 0.5937 0.4696 5.2337
H 3.2148 -3.1940 5.1930
Cs 2.3656 3.0019 4.2434
*
```

Results
- HOMO: -10.327 eV
- Maximum force: 0.14700 Eh/bohr
- Orbital gap: 0.2442 hartree